No. 1
Below is C4H5N2 as an isolated structure at a distorted geometry, with properties calculated with the ωB97M-V functional and the def2-TZVPD basis.

XYZ file:
```
11
Properties=species:S:1:pos:R:3
C -1.91 0.17 -0.48
C -0.58 -0.86 0.52
H -0.36 -1.90 0.02
N -0.87 0.92 -0.86
C 0.08 0.32 -0.21
H 1.48 1.68 -0.09
N -2.52 -0.68 0.02
H 2.15 0.18 0.67
H 1.80 0.22 -1.09
H -0.72 -0.68 1.63
C 1.45 0.64 -0.13
```

Summary:
HOMO: -16.98 eV
ΔE to the lowest compared entry with this formula, charge and spin: 77.5 kcal per mole
Total charge: +1
Frontier orbital gap: 10.5120 eV


No. 2
Below is C4H5N2 as an isolated structure at a distorted geometry, with properties calculated with the ωB97M-V functional and the def2-TZVPD basis.

XYZ file:
```
11
Properties=species:S:1:pos:R:3
N -0.10 0.30 0.06
N 0.84 1.13 0.55
C -1.48 0.74 0.05
C 1.83 0.37 0.39
C 0.44 -0.86 -0.34
C 1.90 -0.84 -0.07
H 2.54 -1.63 -0.58
H -0.14 -1.74 -0.55
H -1.73 1.64 0.79
H -2.02 1.03 -0.86
H -2.07 -0.14 0.57
```

Summary:
HOMO: -15.93 eV
ΔE to the lowest compared entry with this formula, charge and spin: 102.7 kcal per mole
Total charge: +1
Frontier orbital gap: 7.8461 eV


No. 3
Below is an isolated ion of composition C4H5N2 and charge +1 at a distorted geometry, with properties calculated with the ωB97M-V functional and the def2-TZVPD basis.

XYZ file:
```
11
Properties=species:S:1:pos:R:3
H 2.17 0.50 0.69
H 1.69 1.78 -0.56
N -1.74 -0.02 -0.84
N -0.66 0.48 -1.10
C -1.83 -0.81 0.21
H -0.23 -1.09 1.74
C 1.55 0.61 -0.23
C 0.24 0.12 -0.14
H -2.69 -1.22 0.54
C -0.50 -0.69 0.77
H 2.01 0.33 -1.09
```

Summary:
SMILES string: CC1=[N+]=NC=C1
HOMO (alpha / beta): -15.85 / -15.94 eV
ΔE to the lowest compared entry with this formula, charge and spin: 99.5 kcal per mole
Total charge: +1
Frontier orbital gap (alpha / beta): 7.1203 / 6.8378 eV


No. 4
Below is an isolated ion of composition C4H5N2OS and charge -1 at a distorted geometry, with properties calculated with the ωB97M-V functional and the def2-TZVPD basis.

XYZ file:
```
13
Properties=species:S:1:pos:R:3
H 1.03 -1.47 -0.43
C 1.37 1.03 -0.08
N 0.11 -1.62 -0.07
H -2.31 -1.48 -0.01
H -2.48 -0.10 0.97
O -0.78 1.80 0.18
N -0.51 -0.43 -0.06
C -1.91 -0.48 0.07
C -0.05 0.83 0.09
C 2.43 0.22 0.03
S 3.83 -0.50 0.10
H -2.50 0.20 -0.70
H 1.77 1.99 -0.09
```

Summary:
SMILES string: CN([NH-])C(=O)C=C=S
HOMO (alpha / beta): -1.72 / -1.72 eV
ΔE to the lowest compared entry with this formula, charge and spin: 91.4 kcal per mole
Total charge: -1
Frontier orbital gap (alpha / beta): 4.9284 / 4.9290 eV


No. 5
Below is one molecule with the formula C4H5N3 at a distorted geometry, with properties calculated with the ωB97M-V functional and the def2-TZVPD basis.

XYZ file:
```
12
Properties=species:S:1:pos:R:3
C -1.46 -0.65 0.22
H 0.53 -0.76 1.50
N -2.54 -1.47 -0.03
C -0.89 0.73 -0.04
H 2.30 -0.05 1.26
C 1.25 -0.24 0.75
H 0.20 -1.09 -1.35
H -1.29 2.61 -0.05
N -1.77 1.58 -0.01
N 0.55 0.79 -0.31
H 2.02 -0.79 -1.34
C 1.11 -0.67 -0.60
```

Summary:
SMILES string: [H]/N=C(/C#N)N1CC1
HOMO: -10.48 eV
ΔE to the lowest compared entry with this formula, charge and spin: 170.7 kcal per mole
Frontier orbital gap: 10.1381 eV


No. 6
Below is one molecule with the formula C4H5N3 at a distorted geometry, with properties calculated with the ωB97M-V functional and the def2-TZVPD basis.

XYZ file:
```
12
Properties=species:S:1:pos:R:3
C -1.82 -0.52 -0.04
H 2.55 -0.41 0.00
N -0.84 -1.31 0.01
C 0.40 -0.59 -0.06
C 1.62 -1.05 -0.01
N -1.39 0.83 -0.02
H -2.89 -0.83 0.04
N 0.71 1.85 0.00
C 0.00 0.82 -0.07
H 1.77 1.64 0.04
H -2.04 1.65 0.10
H 1.94 -2.09 0.02
```

Summary:
SMILES string: [H]/N=C1/NC=NC1=C
HOMO: -8.75 eV
ΔE to the lowest compared entry with this formula, charge and spin: 40.5 kcal per mole
Frontier orbital gap: 8.9306 eV


No. 7
Below is one molecule with the formula C4H5N3, with properties calculated with the ωB97M-V functional and the def2-TZVPD basis.

XYZ file:
```
12
Properties=species:S:1:pos:R:3
N 0.57 -1.17 -0.10
C -0.49 -1.85 0.16
H -0.50 -2.88 0.51
N 1.35 1.50 0.79
C -1.43 -0.09 -0.57
C 0.05 0.11 -0.62
H -2.08 0.76 -0.74
C 0.22 1.45 0.13
N -1.75 -1.21 -0.04
H 1.51 2.33 1.34
H 0.45 0.25 -1.64
H 2.09 0.81 0.76
```

Summary:
HOMO: -8.76 eV
ΔE to the lowest compared entry with this formula, charge and spin: 75.7 kcal per mole
Frontier orbital gap: 9.2737 eV


No. 8
Below is one molecule with the formula C4H5N3, with properties calculated with the ωB97M-V functional and the def2-TZVPD basis.

XYZ file:
```
12
Properties=species:S:1:pos:R:3
H -2.26 0.43 1.15
H -1.64 -1.93 0.38
C -0.80 1.23 -0.26
N 0.14 -1.30 -0.41
H 2.34 -1.03 0.40
H 2.51 0.63 0.11
C 0.87 -0.19 -0.56
N 0.38 1.03 -0.83
C -1.04 -1.06 0.15
C -1.46 0.23 0.45
N 2.19 -0.26 -0.23
H -1.22 2.23 -0.36
```

Summary:
SMILES string: Nc1ncccn1
HOMO: -8.76 eV
ΔE to the lowest compared entry with this formula, charge and spin: 18.6 kcal per mole
Frontier orbital gap: 9.7472 eV


No. 9
Below is one molecule with the formula C4H5N3, with properties calculated with the ωB97M-V functional and the def2-TZVPD basis.

XYZ file:
```
12
Properties=species:S:1:pos:R:3
H -0.30 2.06 0.69
H 2.99 -0.16 -0.49
H -2.16 -0.52 -1.12
H -0.49 -2.04 0.72
C 0.13 1.13 0.30
N 1.36 -1.26 0.20
N 1.45 1.09 0.12
C -0.66 0.01 0.08
C 0.04 -1.18 0.33
C 1.98 -0.11 -0.10
N -2.01 0.03 -0.28
H -2.34 0.97 -0.46
```

Summary:
SMILES string: Nc1cncnc1
HOMO: -8.85 eV
ΔE to the lowest compared entry with this formula, charge and spin: 26.6 kcal per mole
Frontier orbital gap: 9.7065 eV


No. 10
Below is one molecule with the formula C4H5N3 at a distorted geometry, with properties calculated with the ωB97M-V functional and the def2-TZVPD basis.

XYZ file:
```
12
Properties=species:S:1:pos:R:3
N -0.04 0.62 0.70
H -2.54 -0.23 -0.79
C 1.15 -0.02 0.93
H -2.08 1.57 -0.67
H 1.62 0.96 2.39
N 0.27 -1.10 -0.86
C 1.30 -1.12 -0.04
C -1.73 0.55 -1.06
C -0.50 0.06 -0.33
N 1.99 0.20 1.86
H 1.95 -2.05 -0.02
H -1.39 0.54 -2.12
```

Summary:
SMILES string: [H]/N=C1/C=NC(C)=N1
HOMO: -10.71 eV
ΔE to the lowest compared entry with this formula, charge and spin: 43.8 kcal per mole
Frontier orbital gap: 9.8134 eV


No. 11
Below is one molecule with the formula C4H5N3, with properties calculated with the ωB97M-V functional and the def2-TZVPD basis.

XYZ file:
```
12
Properties=species:S:1:pos:R:3
N -1.23 -1.07 -0.92
C -0.63 -0.05 -1.31
H 1.88 -0.10 -1.84
N -0.82 0.20 1.60
C -1.91 -0.32 1.72
H -0.72 0.55 -2.25
H -2.86 0.22 1.77
H 1.20 0.53 1.66
N 1.75 -0.01 -0.84
C 0.34 0.31 1.04
C 0.49 0.13 -0.36
H 2.49 -0.40 -0.27
```

Summary:
HOMO (alpha / beta): -6.71 / -7.72 eV
ΔE to the lowest compared entry with this formula, charge and spin: 131.0 kcal per mole
Frontier orbital gap (alpha / beta): 6.8438 / 7.8822 eV


No. 12
Below is one molecule with the formula C4H5N3 at a distorted geometry, with properties calculated with the ωB97M-V functional and the def2-TZVPD basis.

XYZ file:
```
12
Properties=species:S:1:pos:R:3
C -1.59 1.85 -0.60
H -2.05 1.85 -1.74
C -0.62 0.67 -0.31
N 2.07 -1.08 0.77
H -2.37 2.19 0.13
C -0.18 -1.40 0.17
N -1.15 -0.60 -0.10
H 2.97 -0.59 0.90
N 0.69 0.67 -0.13
C 0.95 -0.59 0.23
H -0.95 2.83 -0.76
H -0.23 -2.32 0.86
```

Summary:
SMILES string: [H]/N=C1/C=NC(C)=N1
HOMO: -10.21 eV
ΔE to the lowest compared entry with this formula, charge and spin: 77.1 kcal per mole
Frontier orbital gap: 8.6534 eV


No. 13
Below is one molecule with the formula C4H5N3 at a distorted geometry, with properties calculated with the ωB97M-V functional and the def2-TZVPD basis.

XYZ file:
```
12
Properties=species:S:1:pos:R:3
C 0.71 -0.80 -0.27
H 1.51 -1.26 -0.92
H -1.13 -2.34 -0.46
H 0.27 -0.23 1.65
N 1.20 -0.20 0.98
H 1.60 1.17 -0.82
N -1.56 0.83 0.25
C -0.68 -1.25 -0.24
N -1.73 -0.64 0.40
C 0.85 0.77 -0.11
H -0.59 2.51 -0.37
C -0.45 1.44 -0.09
```

Summary:
SMILES string: C1=NN=C[C@H]2N[C@@H]12
HOMO: -9.44 eV
ΔE to the lowest compared entry with this formula, charge and spin: 113.1 kcal per mole
Frontier orbital gap: 9.5468 eV


No. 14
Below is C4H5N3 as an isolated structure at a distorted geometry, with properties calculated with the ωB97M-V functional and the def2-TZVPD basis.

XYZ file:
```
12
Properties=species:S:1:pos:R:3
H 1.48 -1.42 1.22
C -1.61 0.59 0.05
H 3.15 -1.45 -0.38
H -1.60 1.71 0.17
N 0.81 0.89 0.18
C -2.81 -0.12 -0.20
H -0.23 -0.84 -0.44
C 2.18 -0.96 0.10
C -0.40 0.15 0.05
H 1.03 1.80 -0.06
N 1.96 0.20 -0.57
N -3.96 -0.56 -0.12
```

Summary:
HOMO: -9.07 eV
ΔE to the lowest compared entry with this formula, charge and spin: 135.8 kcal per mole
Frontier orbital gap: 9.3434 eV


No. 15
Below is one molecule with the formula C4H5N3 at a distorted geometry, with properties calculated with the ωB97M-V functional and the def2-TZVPD basis.

XYZ file:
```
12
Properties=species:S:1:pos:R:3
C -0.82 -0.15 -1.33
N -0.10 2.08 0.02
N -0.61 -1.41 -1.02
N 0.62 -2.62 0.55
H 0.45 2.51 0.79
C -0.24 0.72 -0.12
H 0.92 0.06 1.60
H -1.52 0.36 -1.99
C 0.46 -0.15 0.62
H 1.13 -2.57 1.46
C 0.19 -1.47 0.10
H -0.47 2.66 -0.68
```

Summary:
SMILES string: [H]/N=C1\C=C(N)C=N1
HOMO: -8.46 eV
ΔE to the lowest compared entry with this formula, charge and spin: 57.2 kcal per mole
Frontier orbital gap: 7.8870 eV


No. 16
Below is C4H5N3 as an isolated structure at a distorted geometry, with properties calculated with the ωB97M-V functional and the def2-TZVPD basis.

XYZ file:
```
12
Properties=species:S:1:pos:R:3
H -0.08 -0.88 -0.82
H 0.68 1.67 0.77
C -1.29 -1.23 -0.36
H 1.13 0.24 -1.58
N 2.73 -0.99 0.95
C 1.94 -0.51 0.25
N -1.77 -0.15 0.17
H -1.74 1.89 0.55
C -1.19 1.00 0.27
N 0.17 1.10 0.11
H -1.38 -2.12 0.29
C 0.86 0.04 -0.54
```

Summary:
HOMO: -8.27 eV
ΔE to the lowest compared entry with this formula, charge and spin: 103.8 kcal per mole
Frontier orbital gap: 8.1288 eV


No. 17
Below is one molecule with the formula C4H5N3 at a distorted geometry, with properties calculated with the ωB97M-V functional and the def2-TZVPD basis.

XYZ file:
```
12
Properties=species:S:1:pos:R:3
H 0.47 1.34 -1.18
C 0.10 0.36 -0.86
H 1.19 -1.05 0.14
C 0.29 -0.58 -1.99
C -1.35 0.53 -0.62
N 0.87 -0.10 0.29
C 0.23 0.01 1.60
N 0.44 -1.36 -2.83
H 0.97 -0.24 2.36
H -0.64 -0.66 1.72
N -2.46 0.73 -0.39
H -0.10 1.03 1.78
```

Summary:
SMILES string: CNC(C#N)C#N
HOMO: -10.27 eV
ΔE to the lowest compared entry with this formula, charge and spin: 47.0 kcal per mole
Frontier orbital gap: 10.8630 eV


No. 18
Below is C4H5N3O as an isolated structure at a distorted geometry, with properties calculated with the ωB97M-V functional and the def2-TZVPD basis.

XYZ file:
```
13
Properties=species:S:1:pos:R:3
C -0.34 -0.60 0.33
H 0.36 1.89 0.88
N -0.64 0.66 0.12
H 2.54 -1.61 0.17
H -3.22 -1.00 -0.41
O 2.05 -0.79 -0.69
N -1.24 -1.44 0.15
C 0.53 1.27 -0.05
H 2.00 -0.04 1.16
C 1.17 -0.11 0.27
H 0.87 1.66 -1.19
N -1.80 0.71 -0.41
C -2.26 -0.59 -0.33
```

Summary:
HOMO: -9.40 eV
ΔE to the lowest compared entry with this formula, charge and spin: 165.8 kcal per mole
Frontier orbital gap: 9.3383 eV


No. 19
Below is a 2-piece molecular cluster, C4H5N3O overall at a distorted geometry, with properties calculated with the ωB97M-V functional and the def2-TZVPD basis.

XYZ file:
```
13
Properties=species:S:1:pos:R:3
C -0.50 0.73 -0.06
N 0.47 1.73 -0.06
H -2.58 0.21 -0.99
C 0.17 -0.57 0.01
N 1.66 1.06 -0.20
O 2.70 -0.89 0.12
H -2.39 0.22 0.90
H 0.40 2.75 0.62
C -1.84 -0.01 -0.11
H 2.59 -1.86 -0.80
C 1.46 -0.28 -0.17
H -1.07 -1.79 0.90
N -1.08 -1.31 -0.15
```

Summary:
HOMO: -8.37 eV
ΔE to the lowest compared entry with this formula, charge and spin: 192.9 kcal per mole
Frontier orbital gap: 8.5519 eV


No. 20
Below is one molecule with the formula C4H5N3O at a distorted geometry, with properties calculated with the ωB97M-V functional and the def2-TZVPD basis.

XYZ file:
```
13
Properties=species:S:1:pos:R:3
N -1.04 -1.90 -0.07
N -2.11 1.42 -0.27
H -1.72 2.37 -0.13
O 0.20 -1.44 -0.09
C 2.47 -0.08 -0.17
C 1.24 0.58 0.18
C -1.36 0.33 0.14
C -1.99 -1.06 -0.04
H 3.52 0.50 -0.54
H 2.64 -1.20 0.00
N 0.02 0.03 0.33
H 1.17 1.66 0.27
H -3.04 -1.21 0.39
```

Summary:
SMILES string: [H]/N=c1/cnon1C=C
HOMO: -8.62 eV
ΔE to the lowest compared entry with this formula, charge and spin: 171.2 kcal per mole
Frontier orbital gap: 8.5481 eV